(1)
Density functional theory data (ωB97M-V/def2-TZVPD) for C39H79N13O4Rb as an isolated structure.

Spin multiplicity: 1
Total charge: -1
F_max: 0.7 eV/Å
Frontier orbital gap: 6.33 eV
LUMO: 2.10 eV

Last column: Löwdin charge in e.
Element x y z (Å)
Rb: -0.0815 1.0311 -0.9718  0.8687
C: -5.2324 -1.8364 -3.1517  -0.0814
N: -3.8831 -2.1898 -2.7877  -0.1781
C: -3.4089 -3.4421 -3.3200  -0.0732
C: -3.2212 -1.5794 -1.7137  -0.3818
N: -1.9735 -1.3461 -1.6474  0.0918
C: -1.1152 -1.4316 -2.8133  -0.2247
C: 0.0254 -2.4381 -2.6570  -0.1735
N: 0.6133 -2.4081 -1.3279  -0.1478
C: -0.0617 -3.2721 -0.3816  -0.1821
C: -0.1509 -2.6506 1.0094  -0.1969
N: -0.8760 -3.5482 1.8943  0.1255
C: -0.3241 -4.5883 2.3703  -0.4006
N: -1.1361 -5.6267 2.8604  -0.1827
C: -0.8436 -6.1309 4.1895  -0.0775
C: -2.5554 -5.4772 2.6104  -0.0942
N: 1.0389 -4.8839 2.4905  -0.1733
C: 1.5575 -6.1283 1.9668  -0.0766
C: 2.0282 -3.8598 2.7195  -0.0724
C: 2.0639 -2.5133 -1.2939  -0.1653
C: 2.7975 -1.1758 -1.1894  -0.1920
N: 2.5191 -0.5456 0.0921  0.1014
C: 3.3862 -0.5406 1.0232  -0.4050
N: 3.0052 -0.2868 2.3405  -0.1458
C: 3.9225 0.2405 3.3231  -0.0761
C: 1.6106 -0.0854 2.6781  -0.0558
N: 4.7750 -0.7492 0.8983  -0.1962
C: 5.5221 -0.1406 -0.1825  -0.0766
C: 5.3557 -1.9190 1.5055  -0.0795
N: -4.0680 -1.1937 -0.6707  -0.1572
C: -4.8059 -2.2764 -0.0402  -0.0608
C: -3.5174 -0.2640 0.3032  -0.0611
H: -5.3123 -1.7655 -4.2412  0.0835
H: -5.4907 -0.8739 -2.7191  0.0922
H: -5.9714 -2.5788 -2.8147  0.0747
H: -4.1204 -4.2516 -3.0987  0.0840
H: -2.4525 -3.7006 -2.8737  0.0668
H: -3.2783 -3.3986 -4.4067  0.0880
H: -0.6071 -0.4719 -2.9393  0.0366
H: -1.6625 -1.6272 -3.7436  0.1124
H: 0.7877 -2.1494 -3.3834  0.1099
H: -0.2957 -3.4656 -2.9084  0.1096
H: 0.4448 -4.2529 -0.2942  0.1183
H: -1.0750 -3.4705 -0.7317  0.1044
H: -0.7121 -1.7190 0.9212  0.0937
H: 0.8558 -2.3825 1.3263  0.0594
H: 0.2310 -6.2102 4.3320  0.0741
H: -1.2861 -7.1212 4.3128  0.0803
H: -1.2510 -5.4747 4.9724  0.0887
H: -2.7232 -5.2512 1.5602  0.0755
H: -3.0009 -4.6658 3.1982  0.0833
H: -3.0512 -6.4168 2.8631  0.0771
H: 0.7452 -6.8403 1.8414  0.0848
H: 2.2965 -6.5552 2.6536  0.0803
H: 2.0477 -5.9807 0.9950  0.0816
H: 1.5788 -3.0073 3.2250  0.0804
H: 2.5099 -3.4980 1.8034  0.0682
H: 2.8105 -4.2711 3.3672  0.0885
H: 2.4352 -3.0355 -2.1903  0.1214
H: 2.3463 -3.1345 -0.4349  0.1010
H: 2.4495 -0.5159 -1.9957  0.0793
H: 3.8576 -1.3944 -1.3505  0.0925
H: 4.9373 0.2479 2.9359  0.0815
H: 3.8965 -0.3560 4.2421  0.0852
H: 3.6485 1.2694 3.5903  0.0781
H: 0.9895 -0.1875 1.7980  0.0537
H: 1.4661 0.9203 3.0837  0.0766
H: 1.2744 -0.7924 3.4448  0.0824
H: 4.9165 0.6165 -0.6818  0.0751
H: 5.8547 -0.8748 -0.9266  0.0793
H: 6.4151 0.3503 0.2235  0.0847
H: 6.3965 -1.7244 1.7842  0.0832
H: 5.3453 -2.7896 0.8317  0.0865
H: 4.8091 -2.1827 2.4113  0.0749
H: -4.1846 -2.7927 0.7063  0.0859
H: -5.1303 -3.0045 -0.7809  0.0701
H: -5.6894 -1.8806 0.4651  0.0849
H: -3.0561 0.5908 -0.1882  0.0622
H: -2.7730 -0.7394 0.9532  0.0831
H: -4.3409 0.0971 0.9249  0.0933
C: 1.8823 3.9943 -2.2627  -0.2178
C: 3.2643 3.8787 -1.6052  -0.2069
N: 3.4398 2.6738 -0.8011  -0.0380
C: 3.7259 2.8444 0.6097  -0.2152
C: 2.7931 3.7217 1.4553  -0.2108
N: 1.4005 3.3273 1.3697  -0.0459
C: 0.4543 4.3890 1.0754  -0.2008
C: 0.6795 4.9767 -0.3188  -0.2045
N: 0.7963 3.9342 -1.3112  -0.0939
H: 1.7603 3.1384 -2.9329  0.0824
H: 1.8896 4.9127 -2.8783  0.1130
H: 3.4680 4.7626 -0.9908  0.0960
H: 4.0011 3.9050 -2.4186  0.1018
H: 2.6621 2.0463 -0.9657  0.0658
H: 4.7465 3.2383 0.7225  0.1139
H: 3.7296 1.8485 1.0523  0.0787
H: 2.8858 4.7645 1.1394  0.0968
H: 3.1712 3.6989 2.4896  0.1056
H: 1.0857 2.7704 2.1480  0.0773
H: 0.4830 5.2132 1.8112  0.1154
H: -0.5423 3.9523 1.1079  0.0847
H: 1.5912 5.5799 -0.3304  0.0971
H: -0.1444 5.6714 -0.5309  0.1165
H: -0.1035 3.6940 -1.7072  0.0752
C: -5.6449 7.3969 0.0975  -0.1132
O: -4.7948 6.5260 -0.6109  -0.0922
C: -4.2548 5.4638 0.0725  -0.2902
C: -4.5216 5.2251 1.4355  -0.0580
C: -3.9141 4.1345 2.0187  -0.0560
C: -3.0466 3.2696 1.3392  -0.1193
C: -2.3646 2.2229 2.1010  -0.4241
C: -2.9441 1.8135 3.4522  -0.0264
O: -1.3317 1.6652 1.7469  -0.0258
C: -2.8113 3.4801 -0.0809  -0.4084
O: -2.1244 2.7020 -0.7973  -0.2174
C: -3.4403 4.6335 -0.6506  0.0506
H: -5.9622 8.1571 -0.6136  0.0844
H: -5.1263 7.8809 0.9306  0.0885
H: -6.5274 6.8774 0.4831  0.0882
H: -5.1625 5.8670 2.0194  0.0832
H: -4.1018 3.9637 3.0719  0.0981
H: -4.0281 1.7027 3.4219  0.0760
H: -2.7044 2.5637 4.2098  0.0793
H: -2.4794 0.8722 3.7382  0.0779
H: -3.2731 4.8284 -1.7026  0.1217
C: 3.1354 0.9863 -4.6962  -0.0760
C: 1.6533 0.6217 -4.4989  -0.6751
C: 0.7829 1.4896 -5.4220  -0.0796
O: 1.2759 0.7258 -3.1948  -0.4614
H: 3.4682 0.8554 -5.7329  0.0607
H: 3.7552 0.3642 -4.0459  0.0601
H: 3.2967 2.0301 -4.4071  0.0601
H: 1.5480 -0.4275 -4.8864  0.1100
H: 0.8883 2.5412 -5.1361  0.0632
H: -0.2673 1.2153 -5.2992  0.0634
H: 1.0539 1.3847 -6.4794  0.0611

---

(2)
Density functional theory data (ωB97M-V/def2-TZVPD) for a single C3H5FO molecule.

Spin multiplicity: 1
F_max: 3.8 eV/Å
SMILES string: O[C@H]1C[C@@H]1F
Frontier orbital gap: 10.84 eV
LUMO: 0.91 eV

Last column: natural (NBO) charge in e.
Element x y z (Å)
C: 0.3852 0.3876 -0.3535  0.0577
C: 0.1306 -0.6949 0.6874  -0.4936
C: -0.8754 -0.4369 -0.3299  0.1789
H: 0.9488 2.1750 0.4947  0.4859
H: 1.0619 0.0720 -1.1798  0.1712
H: 0.6997 -1.5885 0.4234  0.2347
H: 0.1153 -0.3501 1.7279  0.2317
H: -1.8230 0.0451 -0.1020  0.1764
O: 0.3876 1.7662 -0.1570  -0.7184
F: -1.0306 -1.3756 -1.2112  -0.3245

---

(3)
Density functional theory data (ωB97M-V/def2-TZVPD) for C57H53AsMnN5O2PS6 as an isolated structure.

Spin multiplicity: 2
Total charge: +2
F_max: 2.5 eV/Å
Frontier orbital gap (spin up / spin down): 4.32 / 6.15 eV
<S²>: 0.951
LUMO (spin up / spin down): -7.72 / -6.05 eV

Last column: Mulliken spin population.
Element x y z (Å)
Mn: -0.1392 -0.4430 -0.2221  1.5487
N: 1.5772 0.5255 0.5667  0.0123
N: 1.5329 1.0852 1.8514  0.0009
C: 0.3825 1.5734 2.3555  0.0199
N: 0.4473 2.0872 3.5819  -0.0063
S: -1.0312 1.5460 1.4770  -0.1276
H: 2.2173 -0.2675 0.5992  -0.0012
H: 1.9318 1.2128 -0.0943  0.0021
H: 2.4047 1.1578 2.3547  -0.0001
H: 1.2815 2.0545 4.1443  0.0004
H: -0.4054 2.4068 4.0091  -0.0006
O: -0.1212 -1.4452 1.2450  -0.1409
C: -0.5567 -2.2617 2.3167  -0.0204
C: -0.0845 -3.6793 2.0849  0.0003
C: -0.6442 -4.5843 1.2250  -0.0031
C: 0.0065 -5.8390 1.2370  -0.0011
C: 1.0413 -5.8672 2.1249  -0.0013
S: 1.2301 -4.3845 2.9394  -0.0006
C: -2.0656 -2.2356 2.4135  -0.0003
C: -2.9335 -1.3032 1.9324  0.0081
C: -4.2806 -1.5607 2.2851  0.0007
C: -4.4052 -2.6905 3.0363  -0.0003
S: -2.9036 -3.4492 3.2983  -0.0007
C: 0.0836 -1.6786 3.5644  0.0169
C: 1.4164 -1.4359 3.7497  0.0037
C: 1.7112 -0.9247 5.0356  0.0004
C: 0.5866 -0.7787 5.7961  -0.0003
S: -0.8146 -1.2634 4.9613  0.0005
H: -1.5153 -4.3605 0.6304  0.0009
H: -0.2936 -6.6859 0.6427  -0.0001
H: 1.6850 -6.6964 2.3601  0.0000
H: -2.6014 -0.4354 1.3822  -0.0024
H: -5.1141 -0.9334 2.0130  0.0000
H: -5.3036 -3.1168 3.4465  -0.0002
H: 2.1618 -1.6472 2.9978  -0.0007
H: 2.7046 -0.7094 5.3943  -0.0001
H: 0.5187 -0.4400 6.8144  0.0001
N: -3.5235 -0.5797 -1.5441  0.0019
C: -2.8625 -1.6725 -1.9202  -0.0010
S: -1.3778 -2.1142 -1.2010  -0.0323
N: -3.4821 -2.4476 -2.8261  0.0003
C: -3.1038 -3.6414 -3.5143  0.0002
C: -2.2865 -4.6325 -2.9904  -0.0033
C: -2.0130 -5.7538 -3.7626  -0.0008
C: -2.5552 -5.9051 -5.0272  -0.0002
C: -3.4000 -4.9246 -5.5287  -0.0002
C: -3.6729 -3.7973 -4.7762  0.0001
H: -3.1275 0.0086 -0.8311  0.0024
H: -4.4082 -0.3171 -1.9471  -0.0001
H: -4.3572 -2.0758 -3.1723  -0.0001
H: -1.8896 -4.5708 -1.9959  0.0008
H: -1.3820 -6.5287 -3.3491  0.0000
H: -2.3420 -6.7895 -5.6091  0.0000
H: -3.8516 -5.0368 -6.5046  0.0000
H: -4.3295 -3.0338 -5.1726  0.0001
C: 2.6905 0.3552 -2.2573  -0.0139
C: 2.4151 1.7985 -2.6392  -0.0041
As: 4.0415 2.8574 -3.1567  -0.0009
C: 5.4234 1.7077 -2.3938  0.0001
C: 5.9092 0.5503 -2.9947  -0.0007
C: 6.8849 -0.2093 -2.3735  -0.0001
C: 7.3964 0.1818 -1.1431  0.0000
C: 6.9369 1.3430 -0.5442  -0.0002
C: 5.9596 2.1043 -1.1711  0.0001
C: 4.1610 2.3007 -5.0230  0.0007
C: 5.0170 3.0436 -5.8328  0.0002
C: 5.1966 2.7080 -7.1657  0.0000
C: 4.5142 1.6317 -7.7096  0.0000
C: 3.6501 0.8923 -6.9152  0.0000
C: 3.4779 1.2240 -5.5809  -0.0013
P: 1.3001 -0.8362 -2.0965  -0.0618
C: 2.2273 -2.3658 -1.8387  -0.0097
C: 3.1787 -2.7370 -2.7970  -0.0009
C: 3.9757 -3.8465 -2.5972  -0.0014
C: 3.8384 -4.5949 -1.4345  0.0005
C: 2.9088 -4.2282 -0.4794  0.0006
C: 2.1013 -3.1136 -0.6771  -0.0011
C: 0.5266 -0.9798 -3.7350  -0.0208
C: 0.4417 -2.2261 -4.3564  -0.0075
C: -0.1236 -2.3516 -5.6149  0.0016
C: -0.6086 -1.2360 -6.2758  -0.0054
C: -0.5467 0.0063 -5.6630  -0.0007
C: 0.0024 0.1326 -4.3982  -0.0037
H: 3.2390 0.3072 -1.3151  -0.0027
H: 3.3793 -0.1187 -2.9653  -0.0081
H: 1.9465 2.3581 -1.8212  -0.0011
H: 1.7402 1.8740 -3.4877  0.0010
H: 5.5507 0.2550 -3.9759  0.0002
H: 7.2618 -1.1001 -2.8558  0.0000
H: 8.1677 -0.4049 -0.6658  0.0000
H: 7.3530 1.6691 0.3986  0.0000
H: 5.6230 3.0250 -0.7046  0.0000
H: 5.5515 3.8945 -5.4247  0.0000
H: 5.8666 3.2920 -7.7802  0.0000
H: 4.6526 1.3726 -8.7494  0.0000
H: 3.1106 0.0538 -7.3347  0.0000
H: 2.7895 0.6295 -4.9906  -0.0001
H: 3.2967 -2.1620 -3.7067  -0.0003
H: 4.7036 -4.1277 -3.3438  -0.0003
H: 4.4625 -5.4630 -1.2770  0.0000
H: 2.7962 -4.8034 0.4258  0.0002
H: 1.3721 -2.8544 0.0813  0.0087
H: 0.8002 -3.1126 -3.8553  -0.0006
H: -0.1906 -3.3278 -6.0689  0.0000
H: -1.0330 -1.3327 -7.2652  0.0000
H: -0.9103 0.8851 -6.1778  -0.0002
H: 0.0245 1.1078 -3.9398  0.0043
C: -6.3791 6.4855 -6.4187  -0.0002
C: -5.5777 5.4459 -5.6953  -0.0009
O: -5.9336 4.3419 -5.4312  -0.0010
S: -3.9490 6.1233 -5.1679  -0.0058
C: -3.2403 4.8193 -4.2743  -0.0166
C: -2.4601 5.1574 -3.1516  0.0060
C: -1.8471 4.1839 -2.4138  -0.0028
C: -1.9900 2.8180 -2.7708  -0.0062
C: -2.7542 2.4922 -3.9222  -0.0016
C: -3.3607 3.4692 -4.6620  0.0070
C: -1.3904 1.8192 -2.0127  -0.0030
C: -0.8645 0.9325 -1.3309  -0.1206
H: -6.9176 5.9972 -7.2288  0.0000
H: -5.7637 7.2967 -6.8014  -0.0001
H: -7.1060 6.8941 -5.7144  0.0000
H: -2.3713 6.1965 -2.8703  0.0003
H: -1.2632 4.4282 -1.5385  -0.0002
H: -2.8242 1.4517 -4.2084  -0.0009
H: -3.9243 3.2186 -5.5464  0.0005

---

Quick rundown of energy relative to the best compared isomer or geometry (same formula, charge and spin), same order as above: 0.0; 128.1; 0.0 kJ/mol